DFT (ωB97M-V with the def2-TZVPD basis set) results for 7 unconnected molecules or ions with the total composition C33H61FN7O2 at a distorted geometry.

```
104
Properties=species:S:1:pos:R:3:forces:R:3
C 4.4072 -1.3075 0.5461 0.295 0.011 -0.046
C 5.0089 0.1172 0.1774 -0.227 0.006 -0.384
C 4.9737 0.4433 -1.3805 -0.050 -1.028 0.110
C 3.5125 0.7293 -1.9393 1.007 0.183 -0.334
C 3.0469 2.2524 -1.7586 -0.052 -1.099 1.054
C 1.4932 2.2311 -1.4134 -0.210 -0.249 -0.974
C 0.6832 3.4900 -1.9376 0.167 0.072 0.508
C -0.7261 3.6824 -1.1924 0.539 1.142 -0.222
C -1.9680 3.7374 -2.1791 0.145 -0.071 0.077
C -2.5496 2.3065 -2.5673 0.162 0.604 0.021
C -2.8442 1.3971 -1.2673 2.627 1.422 -1.725
C -1.6567 0.3547 -1.1782 0.114 -0.542 0.569
C -1.8863 -0.8526 -0.1569 -0.950 -0.230 -0.762
C -3.3806 -0.7440 0.4410 1.290 -0.051 0.038
C -3.7568 -1.9521 1.4058 0.043 -0.200 0.310
C -2.8187 -3.2210 1.2865 -0.917 -1.448 1.481
C -3.6008 -4.4207 2.0289 -0.634 0.981 -0.298
O -1.5626 -3.0821 1.9940 -0.528 0.359 -0.320
C -4.3330 -0.5835 -0.8228 -0.242 -1.083 1.151
F -5.6801 -0.6246 -0.3480 1.510 0.120 -1.081
O -4.0902 -1.4776 -1.8786 -1.415 1.134 1.688
C -4.8217 -2.7266 -1.7732 0.634 -2.852 -1.193
C -3.8168 -3.8774 -2.2938 0.524 0.707 1.130
C -4.0124 -5.2674 -1.5367 0.842 -0.155 -0.952
N -4.2050 0.7920 -1.4375 -0.681 -0.034 1.438
H 4.9081 -1.6756 1.4870 -0.682 0.351 -0.869
H 4.6152 -2.0981 -0.2473 -0.257 1.076 0.863
H 3.2928 -1.2724 0.7358 1.260 0.061 -0.253
H 6.0870 0.1279 0.5128 -1.096 0.100 -0.287
H 4.4400 0.9116 0.7537 0.863 -0.905 -0.638
H 5.3393 -0.4983 -1.9126 -0.315 1.096 0.621
H 5.7300 1.2447 -1.6355 -1.074 -0.601 0.259
H 3.5268 0.4418 -3.0389 -0.319 0.453 1.335
H 2.8089 0.0058 -1.4129 0.705 0.971 -0.580
H 3.2991 2.8823 -2.6644 -0.440 -0.789 0.972
H 3.6400 2.6504 -0.8734 -0.820 -0.165 -1.142
H 1.0803 1.2933 -1.9167 0.368 1.174 0.524
H 1.3132 2.0666 -0.2991 0.417 0.402 -1.220
H 1.3401 4.4011 -1.7465 -0.942 -1.028 -0.217
H 0.5050 3.4688 -3.0618 0.376 -0.246 1.353
H -0.8314 2.9349 -0.3484 -0.021 0.738 -0.990
H -0.6651 4.7044 -0.6905 -0.247 -1.289 -0.503
H -1.6325 4.2526 -3.1349 -0.438 -0.620 1.150
H -2.7741 4.4076 -1.7321 0.808 -1.026 -0.504
H -1.8166 1.7792 -3.2604 -0.874 0.547 1.015
H -3.4839 2.4741 -3.1893 0.840 -0.222 0.772
H -2.8291 2.0934 -0.3791 -0.431 -1.042 -0.804
H -0.7321 0.9057 -0.8410 -1.171 -0.337 -0.569
H -1.4238 -0.0460 -2.2114 -0.408 0.456 1.174
H -1.1134 -0.9162 0.6597 -0.980 0.205 -0.818
H -1.8332 -1.8050 -0.7757 0.047 1.153 0.978
H -3.3540 0.1834 1.1034 -0.585 -0.869 -1.137
H -4.8338 -2.3039 1.2905 1.326 0.609 -0.099
H -3.6890 -1.5973 2.4978 0.045 -0.446 -1.707
H -2.5672 -3.5198 0.2328 -0.229 0.463 1.055
H -4.2340 -3.9217 2.8362 0.793 -0.804 -0.829
H -2.8939 -5.1428 2.5258 -0.725 0.630 -0.818
H -4.3257 -4.9362 1.3213 1.004 0.455 0.952
H -1.7150 -3.2566 2.9425 -0.092 0.266 -0.661
H -5.1106 -3.0253 -0.7303 0.231 0.834 -0.979
H -5.7088 -2.7496 -2.4732 0.776 0.516 1.059
H -3.8077 -3.9753 -3.4135 -0.296 0.101 1.155
H -2.7814 -3.4959 -2.0044 -1.212 -0.460 -0.536
H -3.8551 -6.0859 -2.3094 -0.484 0.835 1.099
H -5.0149 -5.3844 -1.0394 1.021 0.092 -0.551
H -3.1635 -5.4077 -0.7936 -1.320 0.189 -0.705
H -4.5615 0.7892 -2.4035 0.471 -0.240 0.147
H -4.8616 1.3825 -0.8933 0.244 -0.350 -0.399
C 8.2199 3.1736 0.6607 -0.721 0.194 -0.185
C 6.8240 3.5642 0.3134 -0.657 0.166 -0.145
N 5.7363 3.8675 0.0437 1.565 -0.418 0.402
H 8.6080 3.8370 1.4337 -0.073 -0.027 -0.059
H 8.2356 2.1478 1.0296 -0.063 0.072 -0.031
H 8.8546 3.2452 -0.2228 -0.087 0.012 0.042
C 1.4123 -3.1977 0.9934 0.579 -0.635 -0.179
C 2.5516 -4.1328 0.7661 0.587 -0.392 -0.128
N 3.4379 -4.8618 0.5883 -1.330 1.044 0.250
H 1.3725 -2.4611 0.1898 0.069 -0.067 0.035
H 0.4750 -3.7523 1.0151 0.095 0.040 0.050
H 1.5416 -2.6803 1.9443 0.017 -0.047 -0.068
C 3.4926 -2.1620 -6.0062 -0.421 0.580 0.275
C 2.6519 -1.0539 -5.4698 -0.418 0.529 0.238
N 1.9968 -0.1906 -5.0517 0.878 -1.289 -0.619
H 4.5375 -1.9926 -5.7455 -0.093 0.028 0.009
H 3.1681 -3.1117 -5.5808 -0.003 0.096 0.000
H 3.3980 -2.2057 -7.0914 -0.022 0.047 0.086
C 1.4693 3.4916 3.0525 0.647 -0.710 -0.167
C 2.4739 2.4042 2.8738 0.522 -0.480 -0.193
N 3.2590 1.5592 2.7331 -1.286 1.218 0.301
H 0.8511 3.5754 2.1570 0.102 -0.035 -0.019
H 0.8324 3.2701 3.9054 0.190 -0.025 -0.057
H 1.9776 4.4404 3.2246 -0.014 -0.093 0.013
C -0.8802 -1.7182 6.3996 -0.484 0.227 -0.529
C -1.8322 -1.3098 5.3274 -0.453 0.217 -0.498
N -2.5738 -0.9912 4.4914 1.130 -0.497 1.233
H -0.5080 -2.7235 6.2007 -0.050 0.074 -0.020
H -0.0389 -1.0256 6.4302 -0.086 -0.021 -0.051
H -1.3857 -1.7093 7.3654 -0.012 0.016 -0.104
C -2.3540 4.9254 3.6274 0.559 -0.120 0.525
C -1.2550 4.6630 4.5995 0.436 -0.045 0.587
N -0.3988 4.4606 5.3578 -1.417 0.341 -1.086
H -3.3053 4.5985 4.0479 0.097 0.015 0.019
H -2.4080 5.9922 3.4094 0.042 -0.071 0.047
H -2.1665 4.3807 2.7014 0.042 0.025 0.075
```
Forces are in eV/Å.

**Kohn-Sham gap**: 9.158 eV
**Net charge**: +1
**E_HOMO**: -11.77 eV
**Calculated total energy**: -52442.9577 eV
**Multiplicity**: 1

DFT (ωB97M-V with the def2-TZVPD basis set) results for 5 unconnected molecules or ions with the total composition C20H33Br3Cl16N3O4P2 at a distorted geometry.

```
81
Properties=species:S:1:pos:R:3:forces:R:3
C 2.4833 4.5564 -0.8488 -0.484 -0.148 -0.059
C 1.4766 3.7058 -0.0029 0.896 -0.187 0.140
C 1.1084 2.3004 -0.6019 -0.317 0.152 -0.307
C 1.1270 2.2037 -2.1647 -0.669 -0.104 0.428
C -0.1149 2.9618 -2.7480 -0.218 -0.083 -0.693
C -0.9378 2.1764 -3.8315 0.546 0.118 -0.151
C -1.3621 0.7081 -3.4625 0.263 0.833 -0.109
C -1.7516 0.5087 -1.9416 -0.675 -0.057 -1.634
C -3.0625 -0.3544 -1.9216 1.259 -0.803 -0.383
C -3.3360 -1.1693 -0.6382 -2.486 -0.338 1.926
N -2.5118 -2.3515 -0.3345 2.216 2.065 -0.259
C -1.4252 -1.7563 0.3977 -2.337 -1.150 -0.781
N -0.2921 -2.3825 0.2313 0.843 1.951 2.119
C 0.9344 -1.8895 0.8550 1.794 -1.691 -0.862
Br 1.1351 -2.5592 2.7271 -0.221 0.399 -0.483
C 2.1491 -2.5377 0.0548 -0.375 0.724 0.619
C 3.3552 -1.5449 0.0782 -0.163 -0.780 -0.161
N -1.7831 -0.5742 1.0868 -0.252 -2.130 -0.568
C -1.3200 -0.3747 2.4754 1.661 0.829 0.139
P -2.0164 1.1122 3.3497 -2.134 1.455 2.436
O -3.4707 1.0329 3.6968 2.292 -0.209 -0.923
O -1.6394 2.4806 2.4916 0.392 -2.179 0.915
O -1.1656 1.2104 4.7925 -0.720 -0.514 -2.776
C -3.2325 -0.4580 0.7881 -0.982 1.273 -1.522
Br -4.0085 1.3257 0.4187 0.936 0.107 0.481
P -4.5062 -1.5014 1.8141 -1.013 -0.905 0.917
O -3.9185 -1.9257 3.3377 -0.133 1.253 -1.306
Br -6.2947 -0.1575 2.2423 1.190 -0.868 0.212
H 3.3931 3.9660 -1.0651 -0.445 0.443 0.057
H 2.0236 4.8740 -1.8125 0.342 -0.251 0.586
H 2.7817 5.4831 -0.3156 -0.205 -0.618 -0.207
H 1.9772 3.5073 0.9761 -0.528 0.277 -0.491
H 0.5604 4.2951 0.1966 0.455 -0.342 -0.132
H 1.7142 1.4612 -0.1750 -0.084 0.785 -0.158
H 0.0533 2.0948 -0.2893 0.737 -0.054 -0.158
H 2.0495 2.6003 -2.6341 -0.379 -0.211 0.493
H 1.1025 1.1140 -2.4047 -0.173 0.708 -0.065
H -0.8221 3.2826 -1.9504 0.612 -0.247 -0.275
H 0.2318 3.8980 -3.2428 -0.267 -0.528 0.401
H -1.8212 2.7944 -4.1163 0.486 -0.465 0.331
H -0.3033 2.1333 -4.7502 -0.505 -0.069 0.537
H -0.5201 0.0409 -3.7535 -0.592 0.214 0.379
H -2.2077 0.4455 -4.1384 0.458 0.081 0.551
H -2.0151 1.4940 -1.5048 0.617 -0.724 0.008
H -0.8674 0.0378 -1.4678 -0.646 0.317 0.174
H -2.9734 -1.0979 -2.7527 -0.107 0.283 0.716
H -3.9030 0.3039 -2.2235 0.371 -0.553 0.604
H -4.3889 -1.5491 -0.5995 0.614 0.372 -0.681
H -2.9654 -3.1630 0.0957 0.129 0.309 -0.106
H -0.2404 -3.2220 -0.3367 -0.282 0.189 -0.031
H 1.0324 -0.7836 0.8189 -0.520 -0.766 0.192
H 2.4418 -3.4947 0.5407 -0.304 0.623 -0.378
H 1.7746 -2.7934 -0.9594 0.439 0.480 0.491
H 3.0430 -0.4850 0.1390 0.073 -0.617 -0.067
H 3.9786 -1.7875 0.9668 -0.211 0.357 -0.706
H 3.9257 -1.6757 -0.8626 -0.036 0.136 0.708
H -0.2137 -0.2140 2.4462 -0.883 0.017 0.059
H -1.4541 -1.2604 3.1356 -0.256 0.787 -0.387
H -1.8568 3.2130 3.0875 -0.055 0.216 -0.127
H -0.2141 1.2284 4.5950 0.044 0.164 0.314
H -3.1883 -2.5357 3.1719 -0.164 -0.409 0.194
C 6.3367 1.5763 -0.4999 0.209 0.033 -0.006
Cl 7.0245 0.1906 -1.3641 -0.104 0.129 0.094
Cl 7.0485 3.0744 -1.1181 -0.127 -0.199 0.081
Cl 4.5799 1.6119 -0.7488 0.142 0.010 -0.014
Cl 6.6806 1.4252 1.2319 -0.074 0.000 -0.168
C -4.7010 -5.7134 1.0069 -0.442 -0.222 0.036
Cl -6.1480 -5.1506 1.8563 0.356 -0.009 -0.168
Cl -4.5940 -4.9448 -0.5915 -0.079 -0.066 0.061
Cl -3.2457 -5.2869 1.9351 0.099 0.054 0.063
Cl -4.7773 -7.4691 0.8157 0.085 0.307 0.008
C 2.0589 -2.9816 -3.9041 0.247 0.008 -0.260
Cl 2.2003 -1.2841 -3.4124 -0.031 -0.070 -0.013
Cl 1.9891 -3.0833 -5.6681 -0.037 0.011 0.333
Cl 3.4620 -3.8855 -3.3099 -0.189 0.103 -0.012
Cl 0.5743 -3.6709 -3.2122 -0.091 -0.019 -0.076
C 2.7554 1.3276 5.1695 0.337 -0.061 0.402
Cl 1.6721 1.3699 6.5698 0.111 -0.009 -0.233
Cl 1.8455 1.7782 3.7062 0.085 0.057 -0.162
Cl 4.0823 2.4720 5.4089 -0.249 -0.166 -0.120
Cl 3.4081 -0.3075 4.9722 -0.094 0.190 -0.026
```
Forces are in eV/Å.

**Kohn-Sham gap**: 7.713 eV
**Net charge**: +1
**E_HOMO**: -11.33 eV
**Calculated total energy**: -462993.8030 eV
**Multiplicity**: 1

DFT (ωB97M-V with the def2-TZVPD basis set) results for 2 unconnected molecules or ions with the total composition CO4S at a distorted geometry.

```
6
Properties=species:S:1:pos:R:3:forces:R:3
C 0.9027 0.4323 1.1199 1.477 -0.443 2.033
O 1.8018 0.2691 0.4128 0.563 0.082 -1.042
O -1.4580 -1.4912 -1.5720 0.437 1.046 -0.527
O -0.5579 0.4188 -0.3587 -1.304 -0.050 -2.403
O 0.2172 0.5292 2.0436 -0.806 0.355 0.282
S -0.9058 -0.1582 -1.6456 -0.367 -0.990 1.657
```
Forces are in eV/Å.

**Kohn-Sham gap**: 10.276 eV
**E_HOMO**: -12.18 eV
**Calculated total energy**: -20061.9423 eV
**Multiplicity**: 1

What did the third record say?
DFT (ωB97M-V with the def2-TZVPD basis set) results for 2 unconnected molecules or ions with the total composition CO4S at a distorted geometry.

```
6
Properties=species:S:1:pos:R:3:forces:R:3
C 0.9027 0.4323 1.1199 1.477 -0.443 2.033
O 1.8018 0.2691 0.4128 0.563 0.082 -1.042
O -1.4580 -1.4912 -1.5720 0.437 1.046 -0.527
O -0.5579 0.4188 -0.3587 -1.304 -0.050 -2.403
O 0.2172 0.5292 2.0436 -0.806 0.355 0.282
S -0.9058 -0.1582 -1.6456 -0.367 -0.990 1.657
```
Forces are in eV/Å.

**Kohn-Sham gap**: 10.276 eV
**E_HOMO**: -12.18 eV
**Calculated total energy**: -20061.9423 eV
**Multiplicity**: 1